Computed, not measured: C14H18N2O9Rh as an isolated structure at a distorted geometry, with ωB97M-V/def2-TZVPD.

HOMO level (alpha / beta) = -10.5496 / -10.5507 eV
Kohn-Sham gap (alpha / beta) = 6.043 / 6.034 eV
Net charge = +1
LUMO energy (alpha / beta) = -4.5 / -4.5 eV
Spin multiplicity = 1

```
44
Properties=species:S:1:pos:R:3:forces:R:3:nbo_charge:R:1
Rh 0.145 -0.028 -0.344 -1.6 -0.6 1.6 1.290
O -3.727 0.462 1.001 0.0 0.1 -0.1 -0.607
C -2.742 0.352 0.149 -0.1 -0.2 -0.1 0.819
O -1.865 1.188 0.001 0.7 0.1 0.2 -0.641
C -2.793 -0.878 -0.732 -0.1 0.0 0.0 -0.180
O -1.492 -1.433 -0.894 0.0 0.2 0.0 -0.507
C -1.244 -2.542 0.008 0.1 -0.3 -0.1 -0.201
C -0.770 -2.058 1.374 0.1 0.6 0.2 0.747
O -0.780 -2.741 2.355 -0.1 -0.3 -0.1 -0.540
O -0.385 -0.782 1.376 0.1 -0.5 0.1 -0.699
H -3.632 1.292 1.501 0.0 0.0 0.0 0.520
H -3.493 -1.619 -0.353 0.0 0.0 0.0 0.233
H -3.127 -0.543 -1.716 -0.1 0.0 0.0 0.243
H -2.146 -3.145 0.085 0.0 0.0 0.1 0.223
H -0.470 -3.142 -0.463 0.0 0.0 0.1 0.247
N 0.361 1.503 -1.826 0.5 0.0 -0.4 -0.785
C 1.627 2.227 -1.531 -0.1 -0.1 0.1 -0.241
C 1.741 2.339 -0.013 -0.1 -0.2 -0.2 -0.244
N 1.636 0.951 0.518 0.3 0.5 0.0 -0.670
H 0.355 1.103 -2.760 0.1 0.0 0.0 0.429
H -0.449 2.109 -1.725 0.0 0.1 0.0 0.400
H 1.671 3.203 -2.015 0.0 0.0 0.1 0.226
H 2.441 1.617 -1.924 0.0 0.0 0.0 0.225
H 0.905 2.909 0.394 0.0 0.0 0.0 0.216
H 2.669 2.812 0.307 0.0 0.0 -0.1 0.234
H 1.521 0.899 1.530 0.0 0.1 0.0 0.427
H 2.465 0.402 0.286 0.0 0.0 0.1 0.419
O 1.178 -1.049 -2.203 0.7 -0.9 -0.7 -0.746
C 1.659 -1.926 -1.444 0.0 0.6 -1.0 0.771
O 1.569 -1.727 -0.180 -0.5 0.9 0.2 -0.664
C 2.284 -3.158 -1.944 0.1 -0.1 0.1 -0.213
C 2.462 -3.324 -3.312 0.0 0.0 0.0 -0.139
C 3.051 -4.477 -3.829 0.0 0.0 0.0 -0.265
C 3.431 -5.433 -2.918 0.0 0.0 -0.1 0.266
O 3.999 -6.634 -3.170 0.0 0.0 0.1 -0.461
C 4.257 -7.238 -1.894 -0.1 0.1 0.0 0.232
O 3.697 -6.382 -0.895 0.0 0.0 0.0 -0.483
C 3.247 -5.274 -1.549 0.0 0.0 0.0 0.293
C 2.681 -4.149 -1.023 0.0 0.0 0.0 -0.246
H 2.131 -2.541 -3.980 0.0 0.0 0.0 0.235
H 3.198 -4.621 -4.890 0.0 0.0 0.0 0.241
H 5.335 -7.316 -1.746 0.0 0.0 0.0 0.170
H 3.767 -8.209 -1.854 0.0 0.0 0.0 0.178
H 2.546 -4.017 0.041 0.0 0.0 0.0 0.249
```
Forces are in eV/Å.

=====

Computed, not measured: a 2-piece molecular cluster, C4H5N3 overall at a distorted geometry, with ωB97M-V/def2-TZVPD.

HOMO level (alpha / beta) = -8.1617 / -9.1910 eV
Kohn-Sham gap (alpha / beta) = 7.507 / 8.165 eV
Net charge = 0
LUMO energy (alpha / beta) = -0.7 / -1.0 eV
Spin multiplicity = 3

```
12
Properties=species:S:1:pos:R:3:forces:R:3:nbo_charge:R:1
C 2.814 0.269 0.226 -1.2 0.5 0.2 -0.126
C 1.782 -0.574 0.488 1.2 0.5 -1.5 -0.074
C -2.438 1.340 0.655 -3.5 0.5 -2.6 -0.282
C -0.532 -0.520 -0.441 -1.5 -0.4 -0.5 0.053
N 2.248 1.441 -0.500 0.4 -2.4 1.8 -0.139
N 1.036 1.203 -0.631 -0.9 1.8 -2.2 0.022
N 0.662 -0.051 -0.220 1.9 -0.4 2.2 -0.325
H 3.853 0.256 0.556 -0.5 0.0 -0.3 0.234
H 1.712 -1.559 0.903 0.1 -0.1 0.3 0.237
H -2.147 2.273 0.048 0.2 -1.5 1.3 0.135
H -3.579 0.885 0.387 3.5 0.9 1.3 0.138
H -0.645 -1.569 -0.056 0.5 0.8 0.1 0.127
```
Forces are in eV/Å.

=====

Computed, not measured: a 2-piece molecular cluster, C2H6BNO2 overall at a distorted geometry, with ωB97M-V/def2-TZVPD.

HOMO level = -11.3710 eV
Kohn-Sham gap = 11.830 eV
Net charge = 0
LUMO energy = 0.5 eV
Spin multiplicity = 1

```
12
Properties=species:S:1:pos:R:3:forces:R:3:nbo_charge:R:1
B -0.808 0.564 -0.800 0.5 -1.2 0.4 1.092
C 2.662 -1.162 1.986 0.2 -0.4 -0.3 0.287
C -0.584 -1.024 -0.699 0.4 0.9 -1.2 -1.000
N 2.422 -0.093 2.367 0.1 -0.6 -0.2 -0.725
O -1.509 1.185 -1.786 -0.6 -0.7 -0.9 -0.888
O -0.323 1.284 0.237 0.3 1.3 0.6 -0.897
H -1.513 -1.368 -0.273 -0.4 -0.7 0.0 0.234
H 0.225 -1.282 -0.036 0.2 0.0 0.4 0.245
H -0.331 -1.517 -1.665 -0.6 0.3 0.5 0.225
H 2.066 0.673 2.856 -0.4 1.0 0.4 0.439
H -1.845 0.490 -2.390 0.2 0.9 0.3 0.494
H -0.461 2.250 0.203 -0.1 -0.7 -0.2 0.492
```
Forces are in eV/Å.

=====

Computed, not measured: C2HCsLiO3 as an isolated structure at a distorted geometry, with ωB97M-V/def2-TZVPD.

HOMO level (alpha / beta) = -3.9542 / -6.5469 eV
Kohn-Sham gap (alpha / beta) = 2.826 / 5.330 eV
Net charge = 0
LUMO energy (alpha / beta) = -1.1 / -1.2 eV
Spin multiplicity = 2

```
8
Properties=species:S:1:pos:R:3:forces:R:3:nbo_charge:R:1
O -2.035 -0.171 -2.971 -0.6 0.3 -0.2 -0.878
C -1.127 -0.392 -2.083 -0.5 -1.5 2.0 -0.028
O -2.836 -0.361 -0.350 -0.6 -0.8 -0.2 -0.902
C -1.594 -0.567 -0.544 1.8 4.1 -1.9 0.664
O -0.698 -0.253 0.312 0.2 -1.3 0.1 -0.854
Li -3.600 0.180 -1.980 0.9 -0.5 0.2 0.945
H -0.183 -0.894 -2.378 -0.1 0.3 0.1 0.091
Cs 2.384 1.338 0.609 -0.9 -0.5 -0.2 0.961
```
Forces are in eV/Å.

=====

Computed, not measured: a 3-piece molecular cluster, C4H12NO2 overall at a distorted geometry, with ωB97M-V/def2-TZVPD.

HOMO level (alpha / beta) = -19.6585 / -19.6601 eV
Kohn-Sham gap (alpha / beta) = 5.535 / 5.536 eV
Net charge = +2
LUMO energy (alpha / beta) = -14.1 / -14.1 eV
Spin multiplicity = 2

```
19
Properties=species:S:1:pos:R:3:forces:R:3:nbo_charge:R:1
O 0.639 -0.891 -0.349 2.4 -0.8 1.5 -0.258
C 1.006 -1.732 0.499 -6.9 -0.6 -2.8 0.168
C 2.059 -1.642 1.398 3.0 -0.8 0.7 0.248
N -0.361 1.098 -2.546 0.0 2.2 2.9 -0.220
C -0.692 1.796 -1.236 2.2 2.7 -2.0 -0.281
C -1.805 1.155 -0.489 0.7 -1.3 1.0 -0.626
H 0.210 -2.549 0.631 1.6 0.4 0.0 0.238
H 2.229 -2.510 2.069 -0.2 0.8 0.1 0.282
H 2.834 -0.906 1.235 0.3 0.5 0.4 0.260
H -0.082 1.635 -3.355 -0.2 0.1 -0.6 0.429
H 0.100 0.241 -2.382 0.2 -1.7 -0.4 0.393
H -0.827 2.932 -1.509 0.0 -2.3 0.6 0.272
H 0.310 1.760 -0.611 -1.5 -0.2 -1.3 0.280
H -1.571 0.032 -0.455 -1.0 1.5 0.0 0.218
H -2.728 1.448 -0.967 -0.4 -0.5 0.1 0.265
H -1.748 1.548 0.548 -0.3 -0.3 -0.6 0.274
H 0.335 -0.317 2.190 2.8 -0.4 0.0 0.416
H -0.858 -0.640 3.083 -0.3 -0.4 0.8 0.506
O -0.525 -0.087 2.388 -2.5 1.0 -0.5 -0.865
```
Forces are in eV/Å.

=====

Computed, not measured: C9H15IN4PdS2 as an isolated structure at a distorted geometry, with ωB97M-V/def2-TZVPD.

HOMO level (alpha / beta) = -11.8203 / -15.7035 eV
Kohn-Sham gap (alpha / beta) = 4.385 / 5.425 eV
Net charge = +2
LUMO energy (alpha / beta) = -7.4 / -10.3 eV
Spin multiplicity = 5

```
32
Properties=species:S:1:pos:R:3:forces:R:3:nbo_charge:R:1
C -0.630 1.318 -1.435 -0.8 0.2 -0.1 -0.741
C -0.703 -1.325 -1.426 -0.3 -0.5 -0.3 -0.790
H -1.633 1.680 -1.184 0.0 0.0 -0.3 0.194
H -0.647 0.785 -2.385 -0.2 0.4 0.1 0.232
H 0.088 2.142 -1.493 0.0 -0.2 0.2 0.198
H -0.763 -2.328 -0.993 -0.1 0.1 -0.1 0.184
H -1.695 -1.020 -1.761 0.1 -0.2 -0.1 0.221
H 0.017 -1.292 -2.248 -0.2 -0.1 0.0 0.210
Pd 0.024 -0.011 -0.025 -3.1 0.7 2.0 0.705
C 1.738 0.041 -1.071 5.2 -0.1 -3.3 -0.672
H 2.145 -0.972 -1.150 -0.1 0.2 -0.1 0.184
H 2.346 0.677 -0.420 -0.3 0.0 0.1 0.212
H 1.530 0.504 -2.036 0.2 -0.3 0.2 0.211
I -2.372 -0.205 1.174 -1.0 -0.2 0.2 0.394
N -0.233 3.473 0.914 0.6 -0.5 0.9 -0.721
C 0.400 2.617 1.726 -0.1 0.0 0.2 0.333
N 0.627 1.334 1.554 -0.1 0.2 0.2 -0.579
C 1.183 0.716 2.667 -0.6 0.6 -0.9 0.145
C 1.423 1.593 3.710 0.0 0.3 -0.1 -0.271
S 0.963 3.189 3.298 0.3 -0.6 0.6 0.557
C 1.373 -0.690 2.574 -0.3 -0.6 -1.1 0.129
C 1.849 -1.605 3.493 0.1 -0.3 -0.1 -0.270
S 1.903 -3.185 2.833 0.2 0.5 0.6 0.558
C 1.299 -2.564 1.299 0.2 0.4 0.0 0.333
N 1.028 -1.275 1.361 0.0 -0.6 0.2 -0.572
N 1.223 -3.371 0.234 0.2 0.2 1.1 -0.720
H -0.267 4.428 1.240 -0.3 0.1 -0.4 0.435
H -0.723 3.196 0.073 0.2 0.0 0.1 0.452
H 1.859 1.300 4.647 0.1 0.3 0.3 0.280
H 2.144 -1.338 4.491 0.2 -0.4 0.3 0.279
H 1.514 -4.327 0.397 -0.1 0.0 -0.5 0.436
H 1.075 -3.047 -0.716 -0.1 0.0 0.3 0.453
```
Forces are in eV/Å.